[1]
Formula: C24H40N5O6SSi2TeV
Source: OMol25
Level of theory: wB97M-V/def2-TZVPD

Calculated values
<S²>: 1.0605
HOMO-LUMO gap (alpha / beta): 5.735 / 4.716 eV
ΔE to the lowest compared entry with this formula, charge and spin: 25.4 kcal per mole
E_LUMO (alpha / beta): 1.9 / 1.7 eV

ORCA input file:
```
! RIJCOSX wB97M-V def2-TZVPD def2/J DEFGRID3
* xyz -1 2
V 0.34 1.12 -0.65
C 1.24 2.84 -3.29
C 1.25 1.39 -3.71
N 1.50 0.62 -2.50
C 1.16 -0.80 -2.59
C -0.35 -0.90 -2.59
C -1.08 -1.76 -3.39
C -2.46 -1.68 -3.38
C -3.08 -0.74 -2.58
C -2.30 0.09 -1.78
C -2.86 1.12 -0.83
N -1.94 2.22 -0.63
C -2.05 3.33 -1.56
C -1.12 3.17 -2.74
N 0.24 3.01 -2.24
N -0.97 0.00 -1.77
H 1.04 3.49 -4.15
H 2.21 3.11 -2.86
H 2.02 1.21 -4.47
H 0.29 1.09 -4.14
H 2.45 0.76 -2.14
H 1.58 -1.28 -1.70
H 1.57 -1.32 -3.47
H -0.55 -2.46 -4.02
H -3.06 -2.34 -4.00
H -4.15 -0.63 -2.56
H -3.03 0.64 0.14
H -3.84 1.44 -1.21
H -1.91 2.57 0.33
H -1.76 4.23 -1.00
H -3.08 3.47 -1.90
H -1.22 4.04 -3.41
H -1.39 2.29 -3.32
H 0.49 3.78 -1.63
O 5.28 4.63 1.11
C 4.48 3.73 1.10
C 3.80 3.11 -0.11
O 3.70 3.60 -1.24
C 3.24 1.86 0.34
C 3.21 1.80 1.75
O 2.58 0.92 2.39
C 3.94 2.96 2.31
O 4.06 3.28 3.47
O 2.67 0.99 -0.41
O -0.99 4.22 1.43
S 0.43 3.77 1.20
N 0.57 2.41 0.54
C -1.06 0.03 5.45
Si -1.18 -0.33 3.63
C -2.47 -1.66 3.41
C -1.77 1.19 2.73
C 0.50 -0.91 3.09
Te 1.24 -0.78 1.11
C -0.24 -2.39 0.56
Si 0.47 -4.09 0.43
C 1.50 -4.55 1.92
C -0.87 -5.38 0.26
C 1.56 -4.18 -1.08
H -2.03 0.34 5.85
H -0.34 0.83 5.64
H -0.73 -0.86 6.00
H -3.35 -1.41 4.01
H -2.11 -2.64 3.76
H -2.80 -1.78 2.38
H -2.86 1.30 2.82
H -1.50 1.11 1.67
H -1.30 2.10 3.10
H 0.61 -1.98 3.34
H 1.26 -0.36 3.65
H -0.69 -2.12 -0.40
H -1.03 -2.37 1.31
H 0.88 -4.73 2.80
H 2.21 -3.76 2.17
H 2.06 -5.46 1.71
H -1.50 -5.39 1.16
H -0.46 -6.38 0.13
H -1.51 -5.16 -0.59
H 2.43 -3.53 -0.98
H 1.02 -3.88 -1.98
H 1.93 -5.20 -1.23
*
```

---

[2]
Formula: C24H41AlBeClCsF3N5NaO17P2S2
Source: OMol25
Level of theory: wB97M-V/def2-TZVPD

Calculated values
HOMO-LUMO gap: 0.908 eV
E_LUMO: -12.3 eV

ORCA input file:
```
! RIJCOSX wB97M-V def2-TZVPD def2/J DEFGRID3
* xyz 3 1
C -1.49 3.49 5.16
C -2.42 3.59 3.93
C -1.68 3.51 2.54
C -1.45 2.04 2.00
C -1.69 0.90 3.09
C -0.05 1.76 1.44
C 0.21 1.06 0.19
C -1.04 0.56 -0.54
N -1.58 1.64 -1.41
C 1.52 0.86 -0.31
C 1.67 0.15 -1.65
O 2.10 1.10 -2.63
C 2.28 0.56 -3.87
F 2.23 -0.79 -3.91
F 1.39 1.02 -4.76
F 3.51 0.91 -4.31
N 2.63 1.28 0.37
P 4.30 1.10 -0.17
N 4.84 2.57 -0.37
O 5.22 0.22 1.01
O 4.57 0.33 -1.56
C 2.42 1.96 1.63
S 3.80 2.65 2.71
C 1.15 2.19 2.16
N 1.03 2.84 3.41
C 1.22 2.06 4.37
S 1.40 1.18 5.61
H -1.18 2.46 5.42
H -0.66 4.20 5.05
H -2.08 3.85 6.03
H -3.30 2.91 3.97
H -2.85 4.61 3.95
H -0.77 4.13 2.52
H -2.38 4.01 1.83
H -2.29 1.87 1.25
H -2.74 0.88 3.46
H -0.96 0.92 3.91
H -1.53 -0.07 2.56
H -0.90 -0.39 -1.09
H -1.82 0.33 0.21
H -2.49 1.93 -1.05
H -1.00 2.47 -1.24
H 2.39 -0.68 -1.49
H 0.75 -0.33 -2.02
H 5.16 2.64 -1.34
H 4.50 -0.12 1.63
H 5.50 0.53 -1.80
H 3.69 1.99 3.96
O 7.01 7.23 -0.63
P 6.61 5.75 -0.47
O 6.24 5.42 0.96
O 7.76 4.86 -0.89
O 5.41 5.41 -1.35
C -5.06 -0.43 -3.12
O -4.56 0.17 -2.15
N -4.60 -0.39 -4.37
C -5.25 -1.12 -5.45
C -3.42 0.40 -4.67
H -5.96 -1.05 -3.01
H -4.54 -1.83 -5.88
H -5.57 -0.42 -6.21
H -6.12 -1.67 -5.08
H -2.58 0.04 -4.08
H -3.60 1.45 -4.42
H -3.17 0.33 -5.73
Na -4.77 2.24 -2.53
Cs 5.70 1.22 2.70
C 6.71 -5.89 4.12
O 6.46 -4.75 4.95
C 5.58 -4.96 5.93
O 5.01 -5.99 6.15
O 5.44 -3.83 6.62
C 4.51 -3.91 7.71
H 7.44 -5.60 3.37
H 7.13 -6.71 4.71
H 5.80 -6.21 3.62
H 4.85 -4.65 8.44
H 3.51 -4.15 7.35
H 4.49 -2.94 8.19
Be 6.12 9.11 -0.02
C -2.70 -7.44 -7.21
O -3.14 -6.10 -6.95
C -2.85 -5.65 -5.74
O -2.27 -6.24 -4.88
O -3.32 -4.39 -5.64
C -3.08 -3.79 -4.38
H -3.00 -7.69 -8.22
H -1.62 -7.50 -7.14
H -3.17 -8.14 -6.52
H -2.00 -3.71 -4.19
H -3.56 -4.34 -3.58
H -3.50 -2.78 -4.41
Cl -1.24 -0.68 5.25
C -8.51 2.16 -0.27
O -9.26 1.35 0.30
O -9.17 3.01 -1.12
O -7.28 2.29 -0.17
H -10.06 2.64 -0.95
Al -3.94 1.01 1.22
*
```

---

[3]
Formula: C24H41BrF13NO9Ta
Source: OMol25
Level of theory: wB97M-V/def2-TZVPD

Calculated values
HOMO-LUMO gap: 6.386 eV
E_LUMO: 1.6 eV

ORCA input file:
```
! RIJCOSX wB97M-V def2-TZVPD def2/J DEFGRID3
* xyz -1 1
N -2.17 4.60 5.28
C -2.12 4.17 3.87
C -2.72 5.21 2.97
O -2.63 4.75 1.61
C -4.16 5.54 3.29
Ta -5.73 3.92 2.71
C -7.19 2.22 2.16
C -6.47 0.88 2.26
F -5.64 0.65 1.18
C -7.35 5.56 2.67
C -8.71 5.17 3.26
C -8.92 5.82 4.61
Br -10.27 4.86 5.65
H -1.79 3.86 5.86
H -3.14 4.68 5.54
H -1.10 3.98 3.55
H -2.63 3.22 3.78
H -2.07 6.08 3.05
H -2.15 5.43 1.12
H -4.28 5.84 4.33
H -4.46 6.41 2.71
H -6.00 3.56 4.54
H -4.35 2.70 2.59
H -5.50 4.22 0.88
H -7.54 2.29 1.14
H -8.04 2.12 2.83
H -5.91 0.82 3.18
H -7.19 0.06 2.29
H -7.45 5.98 1.68
H -6.96 6.38 3.28
H -8.87 4.10 3.37
H -9.49 5.53 2.60
H -8.01 5.76 5.19
H -9.23 6.84 4.47
C 0.32 1.44 2.14
C 1.40 2.18 1.38
O 2.62 2.30 2.16
C 3.43 1.26 2.17
O 3.29 0.22 1.60
C 4.66 1.59 3.03
F 4.33 2.17 4.18
F 5.47 2.43 2.35
F 5.36 0.48 3.30
H 0.14 1.90 3.10
H -0.60 1.44 1.57
H 0.61 0.40 2.32
H 1.08 3.21 1.19
H 1.61 1.72 0.42
C 1.52 -3.39 -1.70
C 0.84 -2.57 -2.78
O -0.46 -2.12 -2.34
C -0.46 -1.04 -1.57
O 0.50 -0.41 -1.24
C -1.91 -0.68 -1.21
F -2.60 -1.77 -0.84
F -2.53 -0.14 -2.28
F -1.95 0.20 -0.21
H 0.88 -4.22 -1.40
H 2.47 -3.78 -2.07
H 1.72 -2.79 -0.81
H 0.66 -3.17 -3.66
H 1.45 -1.71 -3.07
C 6.57 -1.92 0.67
C 6.80 -1.15 -0.61
O 7.38 -1.99 -1.63
C 6.54 -2.77 -2.28
O 5.35 -2.83 -2.12
C 7.29 -3.57 -3.35
F 8.42 -4.11 -2.86
F 7.63 -2.78 -4.39
F 6.53 -4.57 -3.82
H 7.49 -2.39 1.01
H 6.20 -1.26 1.45
H 5.83 -2.71 0.53
H 7.52 -0.35 -0.44
H 5.88 -0.70 -0.98
C 6.07 -6.96 -5.84
C 5.20 -6.39 -6.94
O 4.44 -7.41 -7.60
C 3.33 -7.80 -6.99
O 2.89 -7.38 -5.96
C 2.61 -8.86 -7.84
F 3.48 -9.79 -8.28
F 2.03 -8.29 -8.90
F 1.67 -9.48 -7.12
H 6.70 -7.76 -6.23
H 6.69 -6.18 -5.42
H 5.45 -7.38 -5.04
H 5.82 -5.95 -7.72
H 4.54 -5.61 -6.57
*
```